1.
Entry from the Open Molecules 2025 dataset: C24H19EuO4Sb as an isolated structure at a distorted geometry (the ωB97M-V functional and the def2-TZVPD basis).

Each line ends with the Löwdin charge.
Element x y z (Å)
Eu 0.002 0.030 -0.889  1.2091
O 0.165 3.604 0.543  0.1176
C 0.116 2.514 0.166  -0.0797
C -0.142 -2.513 -0.101  -0.0334
O -0.187 -3.618 0.256  0.1264
C 2.564 -0.152 -0.086  -0.0285
O 3.677 -0.198 0.243  0.1255
C -2.588 0.105 -0.200  -0.0292
O -3.733 0.143 -0.008  0.1217
C 0.032 0.672 -5.004  -0.0874
H -0.864 1.295 -5.042  0.0534
H 0.984 1.207 -5.022  0.0530
C -0.031 -0.669 -5.065  -0.0795
H 0.865 -1.289 -5.132  0.0551
H -0.982 -1.200 -5.153  0.0555
C -0.866 4.057 5.699  -0.0575
C 0.196 4.002 4.795  -0.0705
C 0.418 2.852 4.025  -0.1804
C -0.430 1.746 4.160  -0.3695
C -1.450 1.765 5.119  -0.1079
C -1.685 2.934 5.861  -0.0566
Sb -0.075 0.064 2.754  1.4063
C 1.879 -0.632 3.595  -0.3662
C 2.453 -1.768 3.014  -0.1909
C 3.776 -2.124 3.319  -0.0775
C 4.532 -1.334 4.192  -0.0591
C 3.965 -0.195 4.766  -0.0554
C 2.625 0.138 4.504  -0.1083
C -1.738 -1.241 3.454  -0.3937
C -1.555 -2.488 4.066  -0.1173
C -2.664 -3.321 4.292  -0.0623
C -3.949 -2.898 3.943  -0.0614
C -4.136 -1.636 3.369  -0.0692
C -3.031 -0.796 3.152  -0.1899
H -1.060 4.973 6.259  0.1188
H 0.853 4.866 4.676  0.1150
H 1.261 2.833 3.331  0.0889
H -2.073 0.886 5.309  0.1001
H -2.516 2.978 6.567  0.1171
H 1.886 -2.383 2.305  0.0753
H 4.222 -3.009 2.852  0.1157
H 5.572 -1.589 4.391  0.1177
H 4.570 0.447 5.416  0.1206
H 2.198 1.013 5.002  0.0958
H -0.566 -2.835 4.376  0.1032
H -2.527 -4.311 4.735  0.1180
H -4.810 -3.549 4.101  0.1179
H -5.138 -1.298 3.081  0.1172
H -3.195 0.213 2.755  0.0866

Results
Net charge: +2
Highest occupied orbital energy (spin up / spin down): -14.0 / -14.0 eV
Spin multiplicity: 8
E: -2176.8103 Eh
Frontier orbital gap (spin up / spin down): 5.821 / 5.982 eV

2.
Entry from the Open Molecules 2025 dataset: a 2-piece molecular cluster, C3H9BOS overall at a distorted geometry (the ωB97M-V functional and the def2-TZVPD basis).

Each line ends with the Löwdin charge.
Element x y z (Å)
B -0.146 -0.569 2.258  -0.8161
C -0.880 -0.471 -1.091  -0.0767
C 1.438 0.308 -0.633  -0.1706
C 0.214 0.853 -1.332  -0.1820
O 0.821 -0.941 1.573  0.0136
S -1.527 0.290 2.499  0.9654
H -0.286 -1.271 -0.866  -0.0025
H -1.526 -0.679 -1.998  0.0734
H -1.510 -0.329 -0.153  0.0245
H 2.592 0.371 -0.868  0.1154
H 1.241 -0.700 -0.054  0.0626
H 0.146 0.723 -2.403  0.0732
H -0.199 1.707 -0.877  0.0672
H 1.494 0.779 0.246  -0.0114
H -1.873 -0.072 3.698  -0.1359

Results
Net charge: 0
Structure (SMILES): O=BS.CCC
Highest occupied orbital energy: -9.6 eV
ΔE to the lowest compared entry with this formula, charge and spin: 66.2 kcal per mole
E: -617.9196 Eh
Frontier orbital gap: 9.608 eV

> What is the formula in the first record?

C24H19EuO4Sb

> Number 1 is which compound?

C24H19EuO4Sb